1.
5 unconnected molecules or ions with the total composition C40H47F4N2O2 at a distorted geometry. Source: OMol25; level of theory: wB97M-V/def2-TZVPD.

The LUMO energy is -4.31 eV. The orbital gap comes out at 6.062 eV. For the total energy, the calculation gives -60177.6991 eV.

```
! wB97M-V def2-TZVPD RIJCOSX def2/J DEFGRID3
* xyz 1 1
C 2.31121 -1.83839 0.57136
C 2.14347 -0.83264 1.79078
O 3.28716 -0.00732 2.02243
C 3.15202 1.29442 1.46606
C 3.75963 1.45729 0.02330
C 3.48939 2.90807 -0.60258
C 2.02386 2.88067 -1.17930
C 1.33865 4.31198 -1.33121
C -0.16977 4.15130 -0.99144
C -1.10016 4.01851 -2.13182
C -2.54243 3.81819 -1.91626
C -2.96761 3.75896 -0.49420
O -4.30682 3.53152 -0.20997
C -4.39611 2.21829 0.41591
C -4.08091 1.00409 -0.53493
C -1.98941 3.93674 0.54897
N -0.62642 4.13002 0.30934
C 0.23578 4.25577 1.50877
C 1.02646 5.59974 1.61640
N 2.30272 5.50148 1.62935
H 1.68488 -1.51259 -0.29607
H 3.40428 -1.91375 0.34926
H 1.93566 -2.85101 0.88946
H 2.00619 -1.46889 2.71363
H 1.17835 -0.27461 1.65805
H 2.08099 1.63503 1.44210
H 3.69609 2.03276 2.12938
H 3.18515 0.74723 -0.64733
H 4.85236 1.20248 -0.00585
H 4.27326 3.01394 -1.40650
H 3.62835 3.71087 0.17368
H 1.97370 2.34798 -2.17056
H 1.39016 2.28818 -0.45586
H 1.39720 4.57482 -2.42712
H 1.85518 5.13668 -0.78795
H -0.71105 4.04534 -3.17177
H -3.24403 3.71492 -2.77174
H -5.45909 2.05202 0.80525
H -3.74119 2.10844 1.33035
H -5.00872 0.57763 -1.00607
H -3.37289 1.22988 -1.37258
H -3.62531 0.16845 0.06243
H -2.35417 3.88759 1.60444
H 0.97017 3.41354 1.54448
H -0.39001 4.16440 2.44186
H 0.57320 6.62301 1.64892
H 2.72957 6.43252 1.70420
F 5.44618 -4.08626 -2.50637
C 6.42228 -3.62100 -1.70606
C 7.53540 -4.40706 -1.46239
C 8.54435 -3.92376 -0.63993
C 8.42508 -2.66522 -0.06119
C 7.30083 -1.88770 -0.30902
C 6.29591 -2.36562 -1.14080
H 7.60786 -5.38847 -1.91470
H 9.42287 -4.52801 -0.44928
H 9.21113 -2.29106 0.58421
H 7.20635 -0.90864 0.14570
H 5.41645 -1.76904 -1.35213
F -3.65983 -1.90823 -0.23244
C -4.29217 -2.55766 -1.23226
C -5.64139 -2.83508 -1.11201
C -6.29310 -3.49888 -2.14356
C -5.58555 -3.88560 -3.27617
C -4.22867 -3.60447 -3.38130
C -3.57777 -2.93115 -2.35543
H -6.17381 -2.53315 -0.21820
H -7.35146 -3.71525 -2.06425
H -6.09421 -4.40734 -4.07821
H -3.67725 -3.90989 -4.26232
H -2.52260 -2.69592 -2.42348
F -9.49889 2.18166 3.07446
C -9.33570 3.04248 2.05725
C -8.10308 3.13060 1.43533
C -7.93543 4.01622 0.38146
C -8.99632 4.81293 -0.03321
C -10.22841 4.71888 0.60308
C -10.40201 3.82405 1.65141
H -7.28514 2.50871 1.77658
H -6.97531 4.08576 -0.11731
H -8.86182 5.50754 -0.85422
H -11.05426 5.34235 0.28263
H -11.35691 3.73068 2.15327
F 6.47970 -9.28050 0.96947
C 5.84575 -8.13355 1.26277
C 5.25852 -7.98242 2.50612
C 4.60751 -6.79417 2.81026
C 4.54246 -5.77649 1.86474
C 5.13254 -5.94317 0.61741
C 5.79327 -7.12685 0.31577
H 5.31280 -8.78944 3.22621
H 4.15047 -6.66138 3.78355
H 4.03013 -4.85086 2.10219
H 5.07778 -5.15225 -0.11918
H 6.26654 -7.27189 -0.64750
*
```

2.
A molecular structure, C40H47F9N4OSSb2SeZr at a distorted geometry. Source: OMol25; level of theory: wB97M-V/def2-TZVPD.

The LUMO energy (alpha / beta) is -10.04 / -10.04 eV. Its expectation value of S² is 0.770. The orbital gap (alpha / beta) comes out at 2.988 / 3.341 eV. For the total energy, the calculation gives -165222.1680 eV.

```
! wB97M-V def2-TZVPD RIJCOSX def2/J DEFGRID3
* xyz 3 2
Zr 0.15174 0.44401 -1.24319
C -0.95233 3.15795 -2.61351
C 0.29676 2.80913 -3.44064
N 0.79728 1.42870 -3.33277
C 0.32881 0.57209 -4.50098
C -0.83161 -0.28660 -4.13127
C -1.58108 -0.92620 -5.09103
C -2.78958 -1.55969 -4.71839
C -3.20423 -1.42349 -3.42648
C -2.34798 -0.83916 -2.46646
C -2.67974 -0.89917 -1.01751
N -1.78192 -0.07414 -0.13624
C -2.43105 1.17307 0.35097
C -2.42912 2.25662 -0.78776
N -1.01629 2.51007 -1.25339
N -1.21858 -0.29975 -2.84102
H -1.81086 2.93286 -3.25343
H -0.96011 4.23782 -2.46514
H 1.14811 3.45276 -3.20578
H 0.02511 3.10502 -4.45939
H 1.83661 1.50087 -3.38308
H 1.14977 -0.06657 -4.90714
H -0.03365 1.22365 -5.32070
H -1.27348 -0.94575 -6.10872
H -3.32913 -1.95544 -5.53160
H -4.21704 -1.80572 -3.08905
H -2.63895 -1.93067 -0.62697
H -3.76366 -0.57126 -0.85388
H -1.53474 -0.69262 0.67579
H -1.86875 1.54811 1.23428
H -3.46893 0.97420 0.62499
H -2.94481 3.16132 -0.42803
H -3.02617 1.93023 -1.60286
H -0.52287 3.07309 -0.57630
F 1.82571 2.01983 -0.97396
Sb 3.51226 3.32599 -1.18979
F 4.37709 1.82921 -0.42640
F 3.15774 4.02771 0.57518
F 5.09418 4.31881 -1.69773
F 2.23123 4.51634 -2.01998
F 3.45420 2.33185 -2.87806
F 7.49893 -3.09286 -2.55226
C 6.18526 -2.95609 -2.18968
C 5.43735 -1.86504 -2.66893
C 4.05432 -1.90294 -2.44829
C 3.36568 -3.05149 -1.95281
C 4.15205 -4.11090 -1.46585
C 5.53681 -4.00303 -1.47948
Sb 1.25749 -2.66217 -1.87660
C 0.84957 -4.77697 -1.52252
C 1.60180 -5.67109 -2.28686
C 1.73596 -6.96957 -1.84474
C 1.07449 -7.34374 -0.63882
F 0.95604 -8.66510 -0.28214
C 0.28650 -6.41871 0.03846
C 0.17460 -5.14856 -0.39142
C 1.15021 -3.15020 -4.03046
C 0.03106 -3.85787 -4.50822
C 0.01255 -4.51806 -5.69509
C 1.13488 -4.46089 -6.53074
F 1.19176 -5.25331 -7.65147
C 2.26107 -3.72905 -6.11446
C 2.25179 -3.09411 -4.87641
H 5.90788 -0.97489 -3.08196
H 3.43214 -1.05877 -2.72194
H 3.69632 -4.94803 -0.91189
H 6.13759 -4.82506 -1.10897
H 2.08184 -5.35870 -3.16399
H 2.37409 -7.67424 -2.37465
H -0.17005 -6.78741 0.98795
H -0.52113 -4.43900 0.04948
H -0.94837 -3.78601 -4.03666
H -0.87433 -5.17524 -5.96239
H 3.13199 -3.72384 -6.73625
H 3.14948 -2.50252 -4.73840
C 0.80172 -1.04232 3.00202
S 1.73586 0.02245 1.89660
C 1.67103 1.50763 2.98936
O 0.51247 0.24075 0.78000
H 0.02998 -0.41811 3.56488
H 1.60542 -1.50202 3.65813
H 0.41000 -1.78250 2.27804
H 1.97372 1.07561 3.92789
H 0.68106 2.01592 2.98629
H 2.40959 2.21239 2.61296
C -4.03390 4.12586 10.40344
C -3.57843 4.38919 9.03831
C -2.40213 5.07771 8.79025
C -1.98037 5.25693 7.46689
C -0.71553 6.02776 7.32314
C -2.63186 4.63434 6.35008
Se -1.79120 4.38124 4.63356
C -3.95925 4.09717 6.61546
C -4.88866 3.73996 5.53604
C -4.32419 3.93238 7.94250
H -3.86677 4.90185 11.13996
H -3.51188 3.26351 10.81197
H -5.08454 3.92348 10.41240
H -1.76314 5.50968 9.51614
H -0.18840 6.15865 8.29975
H -0.84396 7.03399 6.88452
H 0.01754 5.44357 6.71270
H -5.48778 2.80646 5.65533
H -4.26316 3.62536 4.61252
H -5.67644 4.41611 5.29816
H -5.18435 3.29540 8.16659
*
```

3.
A molecular structure, C40H49AsN6O5P2PdSSe at a distorted geometry. Source: OMol25; level of theory: wB97M-V/def2-TZVPD.

The LUMO energy (alpha / beta) is 0.43 / -1.55 eV. Its expectation value of S² is 2.011. The orbital gap (alpha / beta) comes out at 7.242 / 6.552 eV. For the total energy, the calculation gives -220528.2689 eV.

```
! wB97M-V def2-TZVPD RIJCOSX def2/J DEFGRID3
* xyz 0 3
Pd -0.34960 -0.01020 -0.01590
C 0.25030 -1.01890 6.88420
C 1.40540 -1.15560 6.13150
C 1.39000 -0.87260 4.77970
C 0.21950 -0.43020 4.16370
C -0.94770 -0.34280 4.91340
C -0.92810 -0.63400 6.26580
P 0.32930 0.11440 2.43250
C -1.12130 1.45280 2.63100
C -1.00600 2.72170 3.17120
C -2.13940 3.50060 3.35530
C -3.38580 3.01320 2.99800
C -3.50620 1.74770 2.44410
C -2.37150 0.98050 2.24390
C 1.74820 1.26740 2.48410
C 2.45390 1.51520 1.30160
C 3.58500 2.33110 1.32540
C 3.97410 2.93300 2.50440
C 3.23770 2.74590 3.66390
C 2.14020 1.90480 3.65680
H 0.27050 -1.20600 7.94840
H 2.32520 -1.46760 6.60660
H 2.28400 -0.98510 4.18490
H -1.87540 -0.04610 4.44730
H -1.83410 -0.54410 6.84710
H -0.03590 3.09840 3.45980
H -2.04710 4.48440 3.79550
H -4.26090 3.62730 3.13780
H -4.47770 1.36830 2.15790
H -2.45480 -0.01610 1.80210
H 1.30670 0.38460 0.29110
H 4.14080 2.46940 0.41000
H 4.86750 3.53980 2.52430
H 3.52740 3.24250 4.57790
H 1.59040 1.73480 4.57190
O 2.16650 -2.77450 -0.11620
Se 0.87310 -2.05200 0.44370
O 1.39010 -1.29330 1.98710
O 2.07730 0.98840 0.12200
O -0.09960 -3.25600 0.98280
C -1.46780 -4.87650 -0.93650
As -2.34010 -3.60650 0.25540
C -4.21350 -3.98740 -0.30060
C -2.48100 -4.09570 2.13670
S -2.35050 -1.58260 -0.39550
H -1.94230 -5.85240 -0.84220
H -0.40540 -4.94910 -0.71550
H -1.61830 -4.51070 -1.95730
H -4.45990 -5.03600 -0.12170
H -4.33200 -3.77290 -1.36480
H -4.91560 -3.36040 0.25420
H -3.12410 -4.96920 2.24230
H -2.91710 -3.25470 2.68080
H -1.48800 -4.29940 2.52580
C -2.28010 4.54550 -2.45480
N -1.72640 3.48800 -3.28480
C -2.81440 2.63910 -3.74470
N -3.61550 2.09420 -2.66530
C -4.10960 3.17770 -1.83640
N -3.05300 4.04260 -1.33340
C -2.21100 3.37290 -0.36450
P -1.35750 1.86060 -1.06230
C -0.71230 2.72020 -2.59600
C -2.86820 1.13940 -1.88220
H -2.94240 5.15220 -3.08230
H -1.46960 5.17440 -2.07480
H -2.38840 1.81630 -4.32460
H -3.46450 3.23930 -4.38700
H -4.66080 2.76040 -0.98990
H -4.78860 3.78180 -2.44580
H -2.82400 3.07080 0.48970
H -1.45050 4.07960 -0.01300
H -0.32870 1.96740 -3.29000
H 0.11210 3.38510 -2.31620
H -3.51520 0.72630 -1.10100
H -2.55370 0.30700 -2.52360
C 6.23440 -1.05760 -5.01250
C 4.93580 -1.58280 -5.54040
C 4.50540 -1.28550 -6.82720
C 3.26160 -1.68850 -7.27450
C 2.41270 -2.40450 -6.43620
N 1.12580 -2.73100 -6.89940
C -0.04800 -2.95200 -6.23380
O -0.96110 -3.56120 -6.75270
N -0.20160 -2.46900 -4.94610
C 0.42750 -1.42240 -4.29240
C 1.11340 -0.40710 -4.96290
C 1.78490 0.54670 -4.22240
C 1.69730 0.51180 -2.83960
N 0.96080 -0.39100 -2.20310
C 0.35630 -1.33850 -2.89930
C 2.86800 -2.77630 -5.17480
C 4.11080 -2.36220 -4.73860
H 6.84190 -0.63410 -5.80760
H 6.79830 -1.84280 -4.51540
H 6.04170 -0.27760 -4.27590
H 5.14230 -0.71930 -7.48960
H 2.93180 -1.43080 -8.27140
H 1.05520 -2.95570 -7.88390
H -1.01530 -2.85450 -4.48200
H 1.11260 -0.36180 -6.03910
H 2.35600 1.31680 -4.71680
H 2.19990 1.23420 -2.21180
H -0.21170 -2.07110 -2.32310
H 2.25090 -3.38110 -4.52970
H 4.43650 -2.64570 -3.75020
*
```

4.
A molecular structure, C40H49BCaN8S3Se. Source: OMol25; level of theory: wB97M-V/def2-TZVPD.

The LUMO energy is -1.38 eV. The orbital gap comes out at 4.844 eV. For the total energy, the calculation gives -171168.4310 eV.

```
! wB97M-V def2-TZVPD RIJCOSX def2/J DEFGRID3
* xyz 0 1
Ca -1.37098 2.94549 1.40064
C -0.38973 4.11437 -3.80112
C -0.65635 2.67866 -3.50169
C -1.34211 1.85128 -4.32580
C -1.61937 0.49650 -3.95985
N -1.20303 0.00978 -2.83577
N -0.50827 0.83256 -2.02281
B -0.05452 0.20740 -0.75996
N 1.39335 0.10739 -0.49793
N 2.12792 -0.22713 -1.58046
C 3.38679 -0.46064 -1.39570
C 3.97136 -0.37564 -0.09135
C 3.23696 -0.01325 0.98586
C 3.79299 0.11703 2.36343
C 1.84735 0.28885 0.76216
S 0.79864 0.85307 1.93328
C 4.22560 -0.84611 -2.60178
C 5.37885 0.15532 -2.74814
C 4.78750 -2.25656 -2.37634
C 3.38549 -0.83490 -3.87685
N -0.94281 -0.76163 -0.08437
N -0.26834 -1.86682 0.32575
C -0.92633 -2.79921 0.92667
C -2.34158 -2.70497 1.10380
C -3.01873 -1.60144 0.71552
C -4.48441 -1.42995 0.93694
C -2.25626 -0.51442 0.15147
S -2.93187 0.99691 -0.12354
C -0.14448 -3.98281 1.46609
C -0.64867 -5.26943 0.80150
C -0.37320 -4.04706 2.98353
C 1.34868 -3.81537 1.19155
C -0.24008 2.13773 -2.23718
S 0.48614 3.02020 -1.00982
C -2.42679 -0.40849 -4.87298
C -2.61654 -1.78672 -4.24379
C -1.68637 -0.55423 -6.20895
C -3.80178 0.23317 -5.10487
H -0.73459 4.37331 -4.80050
H 0.67553 4.33182 -3.71288
H -0.90105 4.73864 -3.06483
H -1.71228 2.22719 -5.27110
H 5.02486 -0.59436 0.02856
H 4.84726 -0.15309 2.38559
H 3.23670 -0.51637 3.05674
H 3.66942 1.14151 2.71978
H 6.03164 0.16058 -1.87394
H 4.99850 1.16754 -2.89544
H 5.98790 -0.11002 -3.61372
H 5.41517 -2.30833 -1.48512
H 5.39894 -2.55092 -3.23085
H 3.98006 -2.98288 -2.26726
H 2.96822 0.15442 -4.06651
H 2.55608 -1.53910 -3.81257
H 4.01587 -1.11434 -4.72266
H -2.87142 -3.51868 1.58254
H -4.92627 -2.35302 1.30823
H -4.98113 -1.13009 0.01359
H -4.66233 -0.62882 1.65702
H -1.71153 -5.43466 0.98615
H -0.10656 -6.12718 1.20270
H -0.48957 -5.23909 -0.27811
H -1.42070 -4.22838 3.23153
H -0.07289 -3.11549 3.46673
H 0.21308 -4.86468 3.40656
H 1.55356 -3.75082 0.12227
H 1.88501 -4.67427 1.59838
H 1.73365 -2.90976 1.66270
H -1.66025 -2.27718 -4.06189
H -3.20490 -2.40978 -4.91930
H -3.14157 -1.71546 -3.29067
H -0.70568 -1.01056 -6.06219
H -1.54456 0.40822 -6.70357
H -2.26224 -1.19130 -6.88199
H -4.33126 0.36937 -4.16036
H -4.40333 -0.41376 -5.74538
H -3.72560 1.20492 -5.59499
C -1.69732 -1.27078 5.67212
C -1.01574 -0.22913 6.28795
C -0.83531 0.99109 5.65617
C -1.32510 1.21827 4.35636
C -2.04845 0.16159 3.76469
C -2.22590 -1.04975 4.40483
N -1.21204 2.39051 3.64959
C -0.26821 3.35941 3.92885
C 1.03552 3.13851 4.43004
C 1.95783 4.16455 4.47932
C 1.65027 5.44688 4.02472
C 0.38155 5.68716 3.52957
C -0.56566 4.66928 3.49757
H -1.83673 -2.21810 6.17642
H -0.62518 -0.36370 7.29011
H -0.33184 1.79172 6.18060
H -2.49766 0.33297 2.79145
H -2.79729 -1.83118 3.91364
H 1.32160 2.14535 4.74674
H 2.94961 3.95938 4.86664
H 2.38792 6.23708 4.06386
H 0.10640 6.67398 3.17851
H -1.58701 4.89665 3.19824
Se -2.16884 5.53362 -0.08710
C -3.36714 4.52899 0.82710
N -3.92204 3.73163 1.47161
*
```